(1)
DFT (ωB97M-V/def2-TZVPD) results for a cluster of 4 separate species, C14H39N3O4 in total in a non-equilibrium geometry.

```
60
Properties=species:S:1:pos:R:3:forces:R:3
C 5.6166 0.2174 0.4388 0.780 0.805 0.677
O 4.4908 0.6028 1.1796 -0.607 -1.148 1.258
C 4.2351 1.9771 1.4290 -0.318 0.259 -2.565
C 2.7898 2.1208 1.9825 1.192 0.450 0.449
C 2.2369 3.5489 2.1188 0.754 -0.064 -1.391
N 2.7879 1.4307 3.2346 -1.609 -0.574 0.496
H 5.6469 0.7029 -0.5366 -0.190 -0.292 -0.371
H 5.7379 -0.8658 0.4257 -0.821 -0.010 -0.408
H 6.5453 0.5005 0.9344 0.220 0.518 0.272
H 5.0031 2.4999 1.9990 0.046 -0.243 0.631
H 4.3235 2.3613 0.4128 -0.243 1.023 -0.215
H 2.1419 1.5587 1.3100 -0.030 0.027 -0.116
H 1.2213 3.6074 2.5102 0.299 -0.265 0.282
H 2.1857 3.9217 1.0958 -0.122 0.336 -0.159
H 2.9124 4.2359 2.6285 -0.058 -0.164 0.377
H 2.6459 0.4615 2.9883 0.654 -0.221 0.947
H 3.5563 1.6456 3.8539 0.071 -0.390 -0.219
C -3.8886 -0.8637 4.2818 -1.533 0.078 0.953
O -2.5893 -0.4396 3.9915 0.056 -1.704 0.167
C -2.4121 -0.5758 2.5903 -0.115 0.180 0.273
C -1.1042 0.0811 2.2044 -1.221 0.286 1.559
C -1.0696 1.5135 2.6448 0.090 1.612 0.057
N -0.9578 0.0413 0.7950 0.297 0.454 -0.660
H -4.1444 -0.9827 5.3346 0.740 1.226 0.500
H -4.2778 -1.8564 4.0556 1.005 -0.635 -1.378
H -4.5778 -0.1724 3.7967 -0.370 0.152 0.209
H -2.3134 -1.5950 2.2166 -0.213 -0.689 0.509
H -3.3701 -0.2289 2.2030 0.356 0.720 -1.040
H -0.3937 -0.4511 2.8369 0.637 -0.395 -0.262
H -1.2802 1.7526 3.6872 -0.415 -0.676 0.047
H -1.7574 2.0726 2.0104 -0.188 0.137 0.052
H -0.1035 2.0069 2.5387 0.313 -0.405 -0.455
H -0.1168 0.5575 0.5800 0.069 -0.400 -0.723
H -1.0171 -0.8588 0.3406 0.470 -0.015 0.110
C -0.4347 -3.2219 -4.3094 1.105 1.188 1.211
O -1.2070 -2.0531 -3.7810 -0.164 -2.893 -1.161
C -2.1740 -2.3965 -2.7938 -1.799 1.347 0.586
C -3.0369 -1.0719 -2.6073 -0.464 -0.202 0.364
C -4.0348 -1.1077 -1.4085 0.723 -1.019 -0.958
N -3.7828 -0.7140 -3.8320 0.791 0.249 0.595
H -0.0034 -3.7862 -3.4826 -0.381 -0.012 0.398
H 0.4630 -2.7951 -4.7566 -0.290 0.268 -0.300
H -0.8425 -3.9589 -5.0013 -1.056 0.648 -0.011
H -2.8336 -3.2238 -3.0558 -0.092 -0.018 -0.768
H -1.8040 -2.7263 -1.8230 0.961 0.295 0.068
H -2.3393 -0.2655 -2.3809 0.237 0.053 -0.311
H -4.5785 -0.1834 -1.2133 0.208 0.023 -0.439
H -3.5395 -1.3991 -0.4822 0.039 -0.087 -0.025
H -4.7226 -1.8951 -1.7169 -0.509 -0.038 0.531
H -4.5195 -1.3687 -4.0527 -0.020 -0.236 0.137
H -3.1180 -0.7184 -4.5923 -0.089 0.030 -0.293
C 2.4333 0.7229 -2.1692 -2.509 -0.666 1.956
C 1.1340 0.2226 -2.8895 1.682 -0.857 -1.080
O 0.4702 -0.9125 -2.3026 1.901 1.589 1.130
H 1.9222 1.1169 -1.2908 0.842 1.103 0.463
H 3.0337 1.4417 -2.7268 -0.337 -0.087 0.062
H 3.0194 -0.0651 -1.6963 0.192 -0.316 -0.723
H 1.6114 -0.0445 -3.8324 -0.918 -0.410 -0.815
H 0.4436 1.0503 -3.0520 0.012 0.072 0.100
H -0.2629 -1.1748 -2.8642 -0.064 0.004 -0.582
```
Forces are in eV/Å.

Computed properties:
LUMO   0.8000 eV
SMILES string   COC[C@H](C)N.COC[C@H](C)N.COC[C@H](C)N.CCO
Orbital gap   9.57 eV
Energy above the lowest of the compared OMol25 structures with the same formula, charge and spin   1.8449 eV

Atom charges from the Mulliken analysis, given in e for atoms 1 to 8: C -0.8244; O -0.2835; C -0.7951; C 0.9737; C -1.4695; N -0.5462; H 0.3182; H 0.2629


(2)
DFT (ωB97M-V/def2-TZVPD) results for a cluster of 5 separate species, C14H39NO5S3 in total in a non-equilibrium geometry.

```
62
Properties=species:S:1:pos:R:3:forces:R:3
C 3.6240 -0.3747 -3.4805 2.127 0.977 -4.394
C 3.4970 -1.3397 -2.3985 0.582 -1.108 -1.948
N 2.3480 -1.1137 -1.4345 1.674 1.545 -1.109
C 2.5990 0.2363 -0.6785 3.476 0.035 0.072
C 1.0570 -0.8397 -2.1455 -2.254 -3.709 0.192
C 0.4740 -2.0297 -2.9865 0.316 -1.224 -0.013
C 2.2820 -2.2517 -0.5355 -6.567 0.081 -1.184
C 1.1710 -2.2257 0.6015 -3.115 2.209 -2.316
O 1.4770 -3.0657 1.6325 -0.032 -1.989 0.722
C 0.8840 -4.4237 1.5355 6.922 1.702 -4.576
H 4.6470 -0.4847 -4.1325 -1.849 0.183 2.283
H 3.4890 0.6553 -3.3325 -0.046 1.417 0.418
H 3.0110 -0.6697 -4.3055 -1.188 0.315 -0.462
H 4.5150 -1.3777 -2.0815 0.139 -0.420 2.225
H 3.4480 -2.1627 -3.1615 -0.864 -0.814 2.237
H 3.0030 1.0743 -1.5225 -1.804 -2.314 3.008
H 3.3470 0.1163 0.2435 -0.379 -0.217 -2.661
H 1.7870 0.3173 0.0015 -1.929 1.343 -0.650
H 1.1340 -0.1347 -2.8815 0.603 2.710 -0.906
H 0.3670 -0.6717 -1.3385 -0.512 1.169 0.204
H -0.4890 -1.9657 -3.5935 1.309 1.076 0.995
H 0.2880 -2.9177 -2.3835 0.005 -0.003 0.396
H 1.2540 -2.3637 -3.6705 -0.050 0.010 -0.404
H 3.0340 -2.2647 0.0165 7.364 0.160 4.326
H 2.2790 -3.1707 -1.0655 -0.388 -0.697 -0.817
H 0.1580 -2.4187 -0.0005 1.619 -0.059 1.741
H 0.9530 -1.1957 1.0845 0.620 -1.241 -1.203
H 1.4500 -5.0837 2.1295 0.887 -0.611 0.744
H 1.0530 -4.6907 0.4335 -0.904 -0.188 1.566
H -0.0110 -4.3757 1.8625 -6.518 0.210 1.718
O -0.6890 0.8773 0.4525 -0.962 -0.804 -0.100
H -1.6720 0.6903 0.5425 1.919 0.334 -0.185
C -4.4850 -0.2327 -1.2495 1.579 3.019 4.046
S -3.0400 0.6203 -1.9385 -1.670 -0.938 -2.626
O -3.2410 0.3633 -3.4635 0.803 0.492 2.081
C -3.5690 2.3113 -1.6615 2.804 0.641 -1.064
H -5.3940 -0.0437 -1.6185 -3.090 0.685 -3.205
H -4.8210 0.2693 -0.2525 1.600 -1.092 -0.718
H -4.3390 -1.2447 -1.1365 0.602 -2.178 0.297
H -4.4100 2.5793 -2.2285 -1.187 -0.003 -1.047
H -2.6720 2.9413 -2.0115 -1.366 -0.846 0.644
H -3.7630 2.5093 -0.6495 0.052 0.142 1.541
C -1.3790 4.5413 2.4625 -2.297 0.674 -1.002
S -1.0000 4.0113 0.8105 0.170 1.922 -0.710
O -0.9240 5.3593 0.1015 0.230 -1.163 -0.181
C 0.7550 3.5793 1.1905 -1.062 -2.381 -0.232
H -1.2680 3.5723 2.8755 -0.276 -0.517 1.958
H -2.3860 5.1213 2.5625 1.624 -1.705 -0.290
H -0.6160 5.2503 2.5965 1.131 0.731 0.947
H 0.9250 2.6563 1.8455 -0.618 1.275 -1.051
H 1.3120 4.4053 1.5035 0.491 1.586 0.810
H 1.0560 3.3793 0.1765 0.468 -0.532 -0.362
C -2.0350 -1.2567 3.0585 3.302 2.902 1.192
S -1.5990 0.5043 3.2335 -3.108 0.174 2.317
O -2.7570 1.0013 4.1475 1.754 -0.392 -1.168
C -0.1320 0.4903 4.2275 0.880 0.727 1.794
H -2.4510 -1.8727 3.7315 -0.371 -1.672 4.152
H -1.3360 -1.7237 2.5085 2.469 -1.678 -2.124
H -2.8580 -1.1437 2.5655 -4.744 0.972 -4.156
H 0.0260 -0.3477 4.9805 -0.583 1.245 -0.783
H -0.0560 1.5533 4.6765 -0.448 -1.824 -0.296
H 0.6910 0.4903 3.5455 0.658 -0.341 -0.685
```
Forces are in eV/Å.

Computed properties:
LUMO   -0.1446 eV
Orbital gap   6.41 eV
Energy above the lowest of the compared OMol25 structures with the same formula, charge and spin   1.2454 eV

Atom charges from the Mulliken analysis, given in e for atoms 1 to 8: C -1.3404; C -0.4298; N 0.8708; C -0.4512; C -0.2819; C -1.3329; C -1.4875; C 0.3850


(3)
DFT (ωB97M-V/def2-TZVPD) results for a cluster of 6 separate species, C14H39NO6 in total in a non-equilibrium geometry.

```
60
Properties=species:S:1:pos:R:3:forces:R:3
C -4.1236 -2.4560 -0.8000 -0.049 0.732 -0.104
C -4.3461 -1.2658 0.2055 -0.076 -1.250 -0.367
C -5.3637 -0.2902 -0.3674 0.464 0.236 -1.061
C -5.0142 -1.8634 1.4667 0.301 -0.788 0.142
C -4.0716 -2.3927 2.5552 0.145 0.550 0.068
C -2.9145 -1.4161 2.8253 -0.554 -1.238 -0.111
C -2.1912 -1.0130 1.5341 0.679 0.573 0.914
C -1.3261 0.1849 1.9818 -0.299 0.633 0.059
C -1.2571 -2.1303 1.0634 -0.013 0.095 -0.320
N -3.1176 -0.5778 0.5096 -0.532 1.129 1.847
O -2.4660 -0.0021 -0.5859 0.107 -0.402 -0.514
H -3.3037 -2.2873 -1.5004 -0.071 0.366 0.009
H -3.8868 -3.4019 -0.3131 -0.273 0.007 0.185
H -5.0480 -2.5097 -1.3761 0.096 -0.585 -0.079
H -5.6359 0.4943 0.3353 -0.013 -0.086 0.146
H -4.9340 0.1877 -1.2546 -0.082 0.038 0.049
H -6.2441 -0.8279 -0.7209 -0.130 0.053 0.259
H -5.7675 -1.1958 1.8846 0.290 0.331 0.118
H -5.5808 -2.7300 1.1145 -0.191 0.143 -0.084
H -4.6525 -2.5546 3.4657 0.045 0.024 0.040
H -3.6501 -3.3707 2.3131 -0.079 0.010 -0.314
H -2.1774 -1.9565 3.4259 0.067 0.155 0.098
H -3.2512 -0.5820 3.4416 -0.056 0.291 -0.371
H -0.6994 0.6169 1.1997 0.275 -0.380 0.044
H -0.7596 -0.0770 2.8772 0.384 -0.236 -0.299
H -1.9425 1.0169 2.3403 -0.338 -0.148 -0.241
H -0.8757 -1.7985 0.0953 0.140 -0.331 -0.035
H -1.7662 -3.0890 0.9594 -0.064 0.041 -0.138
H -0.4174 -2.2798 1.7438 -0.013 0.099 0.044
H -2.4814 0.9481 -0.4209 -0.137 -0.060 -0.001
C 2.4143 -0.4484 2.3353 0.679 -2.396 0.145
O 3.1818 -0.3016 1.1458 0.082 0.991 -0.229
H 1.8483 -1.3836 2.2126 -0.693 0.526 0.063
H 3.0723 -0.7394 3.1648 0.009 0.774 0.159
H 1.7852 0.3987 2.5707 0.134 0.183 -0.322
H 3.7726 -1.0486 1.0318 -0.052 -0.150 0.221
C 1.6064 1.1878 -4.8366 -1.154 -0.527 -1.007
O 1.7048 2.0567 -3.7356 0.679 -0.718 0.011
H 0.6694 0.6058 -4.8193 -0.032 0.139 0.213
H 1.5463 1.7489 -5.7724 0.189 0.251 0.180
H 2.3699 0.4164 -4.9882 0.482 0.397 0.501
H 2.1312 1.5282 -3.0378 0.004 0.664 0.058
C 5.5699 2.1548 0.9930 0.425 -0.756 0.217
O 5.8221 3.5430 0.9060 0.252 0.178 -0.289
H 5.2320 1.8662 1.9906 -0.401 0.003 -0.163
H 4.9369 1.7637 0.1921 -0.469 0.276 0.248
H 6.5039 1.6049 0.8477 0.233 0.467 0.046
H 5.0567 4.0663 1.1640 -0.071 -0.243 0.221
C 1.4238 -0.0228 -1.4544 0.422 -0.456 0.314
O 2.7551 0.5161 -1.5360 -0.289 -0.712 0.517
H 1.3035 -0.8028 -0.6947 0.392 0.196 0.244
H 0.7400 0.7829 -1.1921 -0.366 -0.114 -0.514
H 1.2327 -0.5694 -2.3772 -0.415 0.594 -0.258
H 3.1148 0.4044 -0.6382 -0.065 0.315 -0.291
C 4.9991 3.1096 -2.6034 -0.753 -0.233 0.596
O 4.3102 3.7788 -1.5509 -0.018 -0.055 0.344
H 4.3076 3.1571 -3.4438 0.426 0.270 -0.290
H 5.9771 3.5627 -2.7664 -0.023 -0.036 -0.371
H 5.1000 2.0368 -2.3962 0.223 0.047 0.113
H 4.7779 3.6465 -0.7097 0.148 0.124 -0.662
```
Forces are in eV/Å.

Computed properties:
LUMO   0.3435 eV
SMILES string   CC1(C)CCCC(C)(C)N1O.CO.CO.CO.CO.CO
Orbital gap   8.55 eV
Energy above the lowest of the compared OMol25 structures with the same formula, charge and spin   1.4601 eV

Atom charges from the Mulliken analysis, given in e for atoms 1 to 8: C -1.7049; C 1.4928; C -1.9435; C -1.2340; C -0.8127; C -1.1834; C 1.6204; C -1.8123


(4)
DFT (ωB97M-V/def2-TZVPD) results for a cluster of 6 separate species, C14H39NO6 in total in a non-equilibrium geometry.

```
60
Properties=species:S:1:pos:R:3:forces:R:3
C -21.2212 -17.9127 -1.0631 0.171 0.281 -1.324
C -21.5848 -16.4694 -1.5904 -0.724 -0.841 1.369
C -21.4728 -16.4177 -3.1190 1.173 0.381 0.005
C -23.0793 -16.1807 -1.2703 0.968 -0.290 0.142
C -23.3457 -15.9460 0.2118 -0.108 -0.432 -1.402
C -22.5428 -14.8704 0.8502 0.365 0.254 -1.023
C -21.0268 -15.0681 0.5398 -0.021 2.717 0.667
C -20.4319 -13.6256 0.8940 -0.711 0.108 -1.165
C -20.4087 -15.9123 1.6091 0.452 -1.973 -0.702
N -20.7830 -15.3976 -0.8924 -2.746 0.235 0.593
O -19.4865 -15.2386 -1.2757 1.201 0.348 -0.949
H -20.1375 -17.9835 -1.1561 0.144 -0.251 0.469
H -21.5982 -18.2716 -0.1054 0.239 0.696 0.251
H -21.6040 -18.6650 -1.7528 -0.093 0.068 -0.314
H -21.8950 -17.2471 -3.6864 -0.587 -0.149 0.632
H -21.9228 -15.4890 -3.4699 0.176 0.016 -0.116
H -20.4316 -16.4615 -3.4386 0.203 0.385 0.107
H -23.4574 -15.3926 -1.9214 0.075 0.277 0.178
H -23.6434 -17.0816 -1.5118 0.014 -0.094 -0.340
H -24.4172 -15.7473 0.1857 -0.130 -0.327 1.082
H -23.0065 -16.8701 0.6798 -0.898 -0.261 0.398
H -22.7734 -14.9026 1.9150 0.494 0.229 0.128
H -22.8212 -13.8843 0.4784 -0.174 0.051 -0.091
H -20.8569 -12.9110 0.1890 -0.049 0.067 -0.269
H -19.3581 -13.4424 0.8558 0.104 -0.664 -0.031
H -20.7775 -13.2756 1.8667 -0.013 -0.469 0.187
H -19.3257 -15.8015 1.5548 0.102 0.293 0.777
H -20.5335 -16.9748 1.4002 -0.357 -0.213 0.191
H -20.9004 -15.6886 2.5558 0.728 0.078 0.118
H -18.8686 -15.6639 -0.6767 -0.010 -0.629 0.417
C -18.3789 -12.6886 6.3321 0.513 0.063 0.542
O -17.8671 -13.8135 5.6288 -0.389 0.126 0.063
H -17.7624 -11.7963 6.2233 0.413 -0.072 -0.035
H -19.3807 -12.3330 6.0915 -0.314 -0.644 -0.283
H -18.3301 -13.0202 7.3693 -0.311 0.391 0.112
H -17.6859 -13.5700 4.7180 0.029 0.361 -0.418
C -14.5268 -13.8110 6.1676 -0.968 0.302 -0.817
O -15.4737 -14.0528 7.1930 1.136 -0.396 0.791
H -14.6235 -14.5418 5.3647 -0.102 -0.174 -0.189
H -14.8081 -12.8381 5.7645 0.593 0.262 -0.431
H -13.4663 -13.8253 6.4190 -0.303 0.076 0.877
H -16.3344 -13.9703 6.7759 -0.297 -0.177 -0.309
C -13.5210 -13.3752 -0.4415 -0.379 -2.049 -0.890
O -13.6119 -14.8242 -0.1435 0.510 1.319 0.789
H -12.6163 -12.9283 -0.0293 -0.108 -0.430 0.256
H -13.4430 -13.3615 -1.5286 -0.066 0.751 -0.026
H -14.4147 -12.8545 -0.0977 0.069 0.021 0.011
H -14.1028 -15.2887 -0.8254 -0.034 0.397 -0.141
C -19.5925 -9.8568 2.8978 -1.490 -0.174 0.132
O -19.7023 -10.8795 1.9352 0.766 -0.983 -0.609
H -19.3464 -8.9339 2.3726 0.291 0.245 0.664
H -20.5937 -9.8369 3.3283 0.002 0.909 0.451
H -18.9459 -10.1843 3.7119 0.426 0.359 -0.400
H -20.5469 -10.7944 1.4868 0.107 -0.117 -0.061
C -16.1818 -11.8648 2.5561 -1.247 2.104 -0.277
O -17.4242 -12.0933 3.2790 1.394 -1.234 0.571
H -16.0164 -10.7989 2.7123 0.325 0.300 -0.310
H -15.2313 -12.2906 2.8775 -0.766 -1.033 0.457
H -16.3594 -11.9818 1.4870 0.265 -0.394 0.015
H -18.1761 -11.9131 2.7101 -0.055 0.000 -0.522
```
Forces are in eV/Å.

Computed properties:
LUMO   0.3708 eV
SMILES string   CC1(C)CCCC(C)(C)N1O.CO.CO.CO.CO.CO
Orbital gap   8.52 eV
Energy above the lowest of the compared OMol25 structures with the same formula, charge and spin   2.6198 eV

Atom charges from the Mulliken analysis, given in e for atoms 1 to 8: C -1.8048; C 1.5790; C -1.8190; C -1.1588; C -0.7519; C -1.0722; C 1.1392; C -1.8811